Entry 1:
C21H23N3O6S2 | the ωB97M-V functional and the def2-TZVPD basis

Summary:
**Total charge**: 0
**HOMO level**: -8.02 eV
**Gap between HOMO and LUMO**: 7.5 eV
**E**: -60574.437 eV
**Relative energy (zero: lowest compared OMol25 entry of this formula, charge and spin)**: 58.70 kcal/mol
**SMILES string**: COc1cc(/C=C/C(=O)Nc2nc3ccc(S(=O)(=O)N(C)C)cc3s2)cc(OC)c1OC

Each line ends with the natural charge from an NBO analysis.
Geometry (Å):
C1 -0.65 3.99 -6.78  -0.2508
O1 -0.05 2.72 -6.65  -0.5082
C2 0.16 2.21 -5.40  0.2243
C3 -0.20 2.89 -4.24  -0.2564
C4 0.03 2.36 -2.97  -0.1095
C5 -0.36 3.13 -1.82  -0.0439
C6 -0.07 2.85 -0.53  -0.3713
C7 -0.52 3.73 0.53  0.6559
O2 -0.96 4.85 0.37  -0.5813
N1 -0.41 3.27 1.85  -0.6222
C8 -0.23 2.05 2.41  0.3034
N2 -0.16 1.92 3.69  -0.5046
C9 -0.02 0.62 4.07  0.2127
C10 0.10 0.17 5.39  -0.2334
C11 0.23 -1.18 5.62  -0.1645
C12 0.24 -2.07 4.56  -0.3565
S1 0.42 -3.81 4.92  2.3085
O3 0.34 -4.56 3.69  -0.9478
O4 1.57 -4.00 5.75  -0.9355
N3 -0.95 -4.06 5.88  -0.6600
C13 -2.15 -4.04 5.08  -0.4274
C14 -0.84 -5.21 6.75  -0.4277
C15 0.13 -1.66 3.24  -0.1823
C16 0.00 -0.31 3.01  -0.2501
S2 -0.16 0.53 1.49  0.3371
C17 0.62 1.10 -2.87  -0.2772
C18 0.98 0.40 -4.00  0.2714
O5 1.56 -0.83 -4.01  -0.4778
C19 1.80 -1.46 -2.77  -0.2517
C20 0.77 0.95 -5.29  0.3045
O6 1.19 0.14 -6.29  -0.4882
C21 1.12 0.53 -7.65  -0.2392
H1 -0.04 4.77 -6.31  0.1792
H2 -0.70 4.18 -7.85  0.2023
H3 -1.66 4.00 -6.36  0.1786
H4 -0.66 3.86 -4.31  0.2199
H5 -0.94 4.02 -2.01  0.2260
H6 0.53 2.00 -0.26  0.2081
H7 -0.61 4.00 2.53  0.4328
H8 0.09 0.89 6.19  0.2328
H9 0.34 -1.57 6.62  0.2393
H10 -2.16 -3.12 4.50  0.2141
H11 -2.21 -4.89 4.40  0.1967
H12 -3.02 -4.05 5.74  0.2090
H13 0.16 -5.20 7.18  0.2393
H14 -0.99 -6.16 6.22  0.1839
H15 -1.57 -5.13 7.55  0.2052
H16 0.14 -2.40 2.45  0.2508
H17 0.78 0.67 -1.90  0.2171
H18 0.87 -1.63 -2.22  0.1753
H19 2.25 -2.42 -3.02  0.2051
H20 2.50 -0.89 -2.16  0.1764
H21 1.56 -0.30 -8.20  0.1906
H22 0.10 0.69 -7.98  0.1842
H23 1.70 1.44 -7.83  0.1826



Entry 2:
C21H23N4S2Tc | the ωB97M-V functional and the def2-TZVPD basis

Summary:
**Total charge**: +3
**HOMO level (spin up / spin down)**: -17.69 / -18.13 eV
**Gap between HOMO and LUMO (spin up / spin down)**: 7.1 / 5.7 eV
**E**: -51952.521 eV
**Relative energy (zero: lowest compared OMol25 entry of this formula, charge and spin)**: 5.30 kcal/mol
**Spin multiplicity**: 4

Each line ends with the natural charge from an NBO analysis.
Geometry (Å):
Tc1 -1.24 -0.94 -0.18  0.7350
N1 -3.22 2.93 0.00  -0.6516
C1 -2.48 1.85 -0.13  0.2849
S1 -3.18 0.35 -0.62  0.0574
N2 -1.16 2.01 0.16  -0.2551
N3 -0.43 0.93 0.01  -0.2037
C2 0.90 1.03 0.29  0.2866
C3 1.55 2.25 0.66  -0.1188
C4 2.54 2.21 1.69  -0.1451
C5 3.17 3.35 2.09  -0.1899
C6 2.90 4.56 1.44  -0.0356
C7 1.97 4.62 0.40  -0.2243
C8 1.28 3.49 0.03  -0.0572
C9 1.62 -0.24 0.15  0.1244
C10 3.00 -0.31 0.04  -0.1621
C11 3.61 -1.55 -0.20  -0.0907
C12 2.81 -2.66 -0.37  -0.1887
C13 1.43 -2.51 -0.29  0.0913
N4 0.85 -1.34 -0.01  -0.4777
H1 -4.22 2.91 -0.19  0.4494
H2 -2.81 3.80 0.30  0.4479
H3 2.73 1.28 2.21  0.2343
H4 3.88 3.33 2.91  0.2633
H5 3.43 5.46 1.74  0.2605
H6 1.80 5.56 -0.11  0.2614
H7 0.60 3.54 -0.80  0.2233
H8 3.60 0.58 0.09  0.2671
H9 4.68 -1.62 -0.28  0.2741
H10 3.23 -3.63 -0.58  0.2762
H11 0.77 -3.35 -0.47  0.2297
C14 -2.73 -2.77 0.78  -0.2814
C15 -2.57 -1.69 1.69  -0.2576
C16 -1.42 -1.62 2.48  -0.1958
C17 -0.50 -2.68 2.48  -0.1590
C18 -0.70 -3.77 1.64  -0.1272
C19 -1.78 -3.78 0.75  -0.1643
H12 -3.63 -2.84 0.18  0.2777
H13 -3.36 -0.97 1.82  0.2816
H14 -1.30 -0.80 3.17  0.2667
H15 0.34 -2.67 3.16  0.2616
H16 -0.02 -4.61 1.68  0.2541
H17 -1.92 -4.62 0.08  0.2679
C20 -0.79 0.60 -3.28  -0.7415
S2 -0.84 -1.05 -2.55  0.5345
C21 -2.32 -1.73 -3.31  -0.7438
H18 -1.72 1.13 -3.09  0.2454
H19 -0.65 0.47 -4.36  0.2814
H20 0.06 1.13 -2.87  0.2450
H21 -2.13 -1.80 -4.39  0.2806
H22 -3.19 -1.11 -3.12  0.2496
H23 -2.46 -2.74 -2.92  0.2581



Entry 3:
C21H23N7OPtSe | the ωB97M-V functional and the def2-TZVPD basis

Summary:
**Total charge**: 0
**HOMO level**: -6.13 eV
**Gap between HOMO and LUMO**: 6.4 eV
**E**: -103221.747 eV
**Relative energy (zero: lowest compared OMol25 entry of this formula, charge and spin)**: 15.13 kcal/mol

Each line ends with the natural charge from an NBO analysis.
Geometry (Å):
Pt1 0.26 -1.72 0.43  0.4008
C1 -2.26 0.34 -1.28  -0.2603
N1 -1.80 -0.86 -1.89  -0.6303
C2 -2.48 -2.10 -1.70  -0.2479
C3 -2.67 -2.39 -0.24  0.4129
N2 -1.77 -2.23 0.69  -0.5091
C4 -2.36 -2.59 1.89  0.1569
C5 -1.83 -2.62 3.17  -0.2003
C6 -2.66 -3.05 4.19  -0.2218
C7 -3.99 -3.43 3.94  -0.2031
C8 -4.52 -3.41 2.66  -0.2404
C9 -3.68 -2.99 1.64  0.0899
N3 -3.84 -2.84 0.28  -0.5270
C10 -1.26 0.93 -0.32  0.4425
N4 -0.38 0.29 0.41  -0.5144
C11 0.32 1.26 1.11  0.1507
C12 1.38 1.12 2.01  -0.2183
C13 1.92 2.28 2.52  -0.2263
C14 1.43 3.55 2.17  -0.2098
C15 0.37 3.69 1.29  -0.2296
C16 -0.17 2.52 0.77  0.0889
N5 -1.19 2.27 -0.13  -0.5248
H1 -3.18 0.13 -0.72  0.2145
H2 -2.51 1.11 -2.01  0.2197
H3 -1.15 -0.77 -2.66  0.4184
H4 -1.86 -2.90 -2.12  0.2501
H5 -3.47 -2.17 -2.19  0.1686
H6 -0.80 -2.34 3.34  0.2466
H7 -2.29 -3.09 5.20  0.2192
H8 -4.61 -3.76 4.76  0.2167
H9 -5.54 -3.72 2.47  0.2188
H10 -4.68 -3.02 -0.25  0.4226
H11 1.76 0.14 2.25  0.2570
H12 2.75 2.22 3.22  0.2192
H13 1.88 4.43 2.59  0.2160
H14 -0.01 4.66 1.01  0.2176
H15 -1.66 2.95 -0.70  0.4253
Se1 2.28 -2.67 0.33  -0.7032
N6 -0.02 1.41 -3.04  -0.4812
C17 1.11 1.40 -2.78  0.4939
N7 2.40 1.44 -2.50  -0.4826
C18 3.32 1.69 -3.61  -0.2321
C19 4.66 2.10 -3.03  -0.0754
O1 5.16 1.11 -2.15  -0.5175
C20 4.28 0.90 -1.06  -0.0826
C21 2.92 0.44 -1.54  -0.2536
H16 2.92 2.49 -4.23  0.2161
H17 3.44 0.79 -4.22  0.1940
H18 4.55 3.05 -2.49  0.1675
H19 5.40 2.22 -3.82  0.2001
H20 4.18 1.83 -0.48  0.1681
H21 4.72 0.13 -0.43  0.2172
H22 2.22 0.36 -0.70  0.2470
H23 2.98 -0.55 -2.01  0.2149



Entry 4:
C21H23N9O7RhSi | the ωB97M-V functional and the def2-TZVPD basis

Summary:
**Total charge**: +1
**HOMO level**: -10.80 eV
**Gap between HOMO and LUMO**: 6.5 eV
**E**: -60768.937 eV
**Relative energy (zero: lowest compared OMol25 entry of this formula, charge and spin)**: 6.60 kcal/mol

Each line ends with the natural charge from an NBO analysis.
Geometry (Å):
Rh1 0.05 -0.64 -0.30  1.1034
N1 -0.34 -2.34 3.38  -0.4721
C1 -0.64 -1.10 3.90  -0.0473
C2 -0.54 -0.22 2.86  -0.0584
N2 -0.19 -0.92 1.74  -0.4356
C3 -0.08 -2.19 2.08  0.3107
C4 0.29 -3.12 1.02  0.3204
N3 0.57 -2.59 -0.17  -0.3835
C5 0.77 -3.63 -1.04  -0.0552
C6 0.64 -4.80 -0.35  -0.0453
N4 0.33 -4.46 0.94  -0.4711
H1 -0.32 -3.20 3.91  0.4403
H2 -0.88 -0.95 4.93  0.2514
H3 -0.67 0.85 2.85  0.2558
H4 1.03 -3.46 -2.07  0.2506
H5 0.74 -5.82 -0.66  0.2499
H6 0.14 -5.11 1.69  0.4400
C7 -1.05 -1.18 -3.79  -0.6585
C8 0.38 -0.89 -3.48  0.2728
C9 1.37 -0.84 -4.44  -0.3054
C10 2.68 -0.52 -4.07  -0.1049
C11 3.01 -0.25 -2.76  -0.3170
C12 1.98 -0.31 -1.82  0.4084
N5 0.72 -0.63 -2.21  -0.4862
N6 1.97 -0.11 -0.47  -0.8834
Si1 2.96 1.12 0.33  1.7964
C13 2.42 1.18 2.12  -1.1341
C14 4.75 0.60 0.20  -1.1316
C15 2.68 2.75 -0.52  -1.1472
H7 -1.13 -1.91 -4.60  0.2358
H8 -1.55 -0.27 -4.12  0.2457
H9 -1.58 -1.55 -2.92  0.2331
H10 1.12 -1.04 -5.47  0.2335
H11 3.45 -0.48 -4.83  0.2316
H12 4.02 -0.02 -2.47  0.2406
H13 2.21 0.19 2.52  0.2256
H14 1.53 1.81 2.22  0.2487
H15 3.21 1.62 2.72  0.2532
H16 4.89 -0.47 0.33  0.2424
H17 5.32 1.11 0.98  0.2506
H18 5.19 0.89 -0.76  0.2379
H19 1.62 3.02 -0.47  0.2616
H20 2.97 2.70 -1.57  0.2396
H21 3.26 3.55 -0.06  0.2527
O1 -6.12 3.80 1.71  -0.3515
N7 -5.92 2.62 1.51  0.5361
O2 -6.73 1.73 1.68  -0.3666
C16 -4.56 2.23 1.13  -0.0444
C17 -4.27 0.90 0.95  -0.0995
C18 -2.99 0.55 0.54  -0.1240
C19 -1.93 1.49 0.32  0.4897
O3 -0.75 1.24 -0.10  -0.6472
C20 -2.30 2.83 0.66  -0.0745
C21 -3.58 3.20 0.99  -0.0951
N8 -1.28 3.89 0.72  0.5349
O4 -1.64 5.02 0.49  -0.3472
O5 -0.15 3.55 1.02  -0.3708
N9 -2.79 -0.86 0.34  0.5512
O6 -3.41 -1.65 1.01  -0.2942
O7 -2.01 -1.24 -0.57  -0.4648
H22 -5.03 0.15 1.10  0.2813
H23 -3.80 4.24 1.19  0.2908



Entry 5:
C21H23NO4PdS2 | the ωB97M-V functional and the def2-TZVPD basis

Summary:
**Total charge**: 0
**HOMO level (spin up / spin down)**: -7.24 / -7.26 eV
**Gap between HOMO and LUMO (spin up / spin down)**: 6.3 / 6.4 eV
**E**: -56979.478 eV
**Relative energy (zero: lowest compared OMol25 entry of this formula, charge and spin)**: 46.72 kcal/mol

Each line ends with the natural charge from an NBO analysis.
Geometry (Å):
Pd1 0.03 -0.73 -0.58  0.9283
C1 -1.05 4.24 -5.21  -0.2534
O1 -1.63 4.70 -4.01  -0.4879
C2 -1.71 3.84 -2.96  0.3601
C3 -2.19 4.41 -1.76  -0.3284
C4 -2.31 3.63 -0.65  -0.1114
C5 -1.96 2.26 -0.64  -0.3850
C6 -2.07 1.48 0.55  0.6003
C7 -2.72 2.12 1.77  -0.7076
O2 -1.67 0.30 0.68  -0.7159
C8 -1.46 1.67 -1.86  0.5617
O3 -1.17 0.45 -2.01  -0.7610
C9 -1.35 2.52 -3.00  -0.4299
H1 -1.00 5.11 -5.86  0.1965
H2 -1.67 3.47 -5.68  0.1800
H3 -0.05 3.85 -5.04  0.1822
H4 -2.44 5.46 -1.75  0.2203
H5 -2.67 4.10 0.26  0.2044
H6 -3.74 2.40 1.53  0.2339
H7 -2.17 3.00 2.09  0.2308
H8 -2.73 1.40 2.59  0.2250
H9 -0.98 2.05 -3.89  0.2240
C10 0.98 0.80 2.33  -0.6643
C11 1.99 -0.26 2.07  0.2469
C12 2.98 -0.60 3.00  -0.2645
C13 3.93 -1.53 2.67  -0.1330
C14 3.92 -2.11 1.39  -0.0152
C15 4.91 -3.00 0.94  -0.2430
C16 4.89 -3.46 -0.35  -0.1858
C17 3.87 -3.09 -1.22  -0.2294
C18 2.84 -2.25 -0.82  -0.1681
S1 1.62 -1.82 -1.97  -0.0005
C19 2.87 -1.72 0.51  0.1187
N1 1.92 -0.84 0.88  -0.4642
H10 1.03 1.18 3.35  0.2155
H11 -0.02 0.41 2.13  0.2520
H12 1.15 1.63 1.64  0.2409
H13 3.00 -0.11 3.97  0.2215
H14 4.70 -1.80 3.37  0.2168
H15 5.70 -3.28 1.63  0.2105
H16 5.67 -4.12 -0.71  0.2172
H17 3.85 -3.46 -2.23  0.2216
C20 -3.27 -3.99 0.61  -0.8068
S2 -2.34 -2.39 0.60  1.2867
C21 -1.60 -2.58 2.29  -0.8043
O4 -1.19 -2.69 -0.29  -1.0175
H18 -2.58 -4.82 0.76  0.2301
H19 -3.74 -4.09 -0.36  0.2382
H20 -4.02 -3.97 1.39  0.2215
H21 -2.29 -2.18 3.03  0.2251
H22 -0.68 -2.00 2.27  0.2396
H23 -1.38 -3.62 2.49  0.2267